# C34H36Br10O8

9 unconnected molecules or ions with the total composition C34H36Br10O8 in a non-equilibrium geometry (the ωB97M-V functional and the def2-TZVPD basis, the Open Molecules 2025 dataset).

The SMILES is O=C1C=CC(=O)C=C1.O=C1C=CC(=O)C=C1.O=C1C=CC(=O)C=C1.O=C1C=CC(=O)C=C1.BrCCBr.BrCCBr.BrCCBr.BrCCBr.BrCCBr. For the highest occupied orbital energy, the calculation gives -10.1 eV.

Atoms and positions in Å:
Br 0.54970 -5.24719 -4.87190
C 2.45398 -5.70385 -5.17518
C 3.37889 -4.48225 -4.95839
Br 5.19499 -5.19207 -4.93470
H 2.52049 -6.00647 -6.22022
H 2.70824 -6.57049 -4.56494
H 3.20785 -4.06968 -3.96410
H 3.31943 -3.65126 -5.66127
Br 3.05918 -4.61142 4.30496
C 4.97151 -4.55830 3.89528
C 5.67178 -3.69001 4.97582
Br 5.68887 -1.77592 4.22514
H 5.09862 -4.19651 2.87496
H 5.48689 -5.50875 4.03357
H 6.74217 -3.85092 5.10411
H 5.36708 -3.70101 6.02230
Br -4.59223 -5.78360 1.76386
C -5.78781 -4.21336 1.94749
C -5.90710 -3.81460 3.48800
Br -7.17789 -2.28148 3.57745
H -6.74367 -4.56085 1.55548
H -5.39934 -3.41265 1.31816
H -5.02356 -3.36836 3.94443
H -6.12748 -4.63582 4.17001
Br 3.71582 5.26965 6.22385
C 1.88214 5.60102 5.42844
C 0.80884 4.85577 6.19026
Br 1.09757 2.91760 6.01480
H 1.90423 5.36482 4.36456
H 1.68064 6.67038 5.36550
H -0.20979 4.94375 5.81245
H 0.81675 5.09136 7.25446
Br -8.39485 5.40420 2.56595
C -6.62146 4.46156 2.63565
C -5.52910 5.42094 2.14908
Br -5.49643 5.50507 0.15450
H -6.60800 3.55157 2.03579
H -6.42182 4.13432 3.65604
H -4.57626 5.10725 2.57546
H -5.64410 6.42120 2.56661
C -3.84635 1.56911 -6.99298
C -2.67893 1.04259 -6.69322
C -2.27586 0.75189 -5.28013
O -1.20972 0.29866 -4.96342
C -3.31621 0.99690 -4.36023
C -4.43281 1.67309 -4.61941
C -4.77575 2.08244 -5.99908
O -5.74801 2.76265 -6.24993
H -4.06783 1.77933 -8.02892
H -2.02146 0.79699 -7.51409
H -3.16861 0.63453 -3.35360
H -5.21445 1.73346 -3.87659
C 2.91279 11.29970 -0.46565
C 1.95958 11.00478 0.42825
C 0.92327 9.93633 0.30251
O 0.04117 9.68256 1.12194
C 1.15732 9.15800 -0.91138
C 2.22076 9.33856 -1.82423
C 3.21091 10.42845 -1.69437
O 4.12376 10.67712 -2.43689
H 3.35501 12.26981 -0.29325
H 1.78396 11.66580 1.26408
H 0.58088 8.27940 -1.16071
H 2.24761 8.75155 -2.73038
C 2.12321 -8.45503 -0.41451
C 1.19103 -9.36358 -0.71047
C 1.44967 -10.71125 -1.25599
O 0.63141 -11.57086 -1.46111
C 2.87634 -11.02713 -1.31244
C 3.83722 -10.14354 -0.90877
C 3.56822 -8.74518 -0.47378
O 4.41562 -7.94495 -0.20353
H 1.78650 -7.45298 -0.19335
H 0.15708 -9.05184 -0.72273
H 3.22923 -12.00625 -1.60087
H 4.80249 -10.62360 -0.97349
C -0.10937 1.38618 0.69774
C 1.06091 1.48951 0.03418
C 1.84936 0.32308 -0.50430
O 2.82097 0.32587 -1.33294
C 1.31021 -0.92851 0.03866
C 0.10634 -0.99709 0.69623
C -0.76925 0.10410 1.08385
O -1.81008 0.03748 1.73532
H -0.54746 2.27847 1.11997
H 1.45182 2.49416 -0.03111
H 1.80004 -1.89093 0.05349
H -0.05729 -1.97346 1.12790

For each atom in turn, the Löwdin charge in e is: atom 1 (Br): 0.56, atom 2 (C): -0.69, atom 3 (C): -0.68, atom 4 (Br): 0.61, atom 5 (H): 0.05, atom 6 (H): 0.04, atom 7 (H): 0.04, atom 8 (H): 0.06, atom 9 (Br): 0.59, atom 10 (C): -0.69, atom 11 (C): -0.60, atom 12 (Br): 0.50, atom 13 (H): 0.04, atom 14 (H): 0.06, atom 15 (H): 0.04, atom 16 (H): 0.05, atom 17 (Br): 0.56, atom 18 (C): -0.66, atom 19 (C): -0.64, atom 20 (Br): 0.56, atom 21 (H): 0.04, atom 22 (H): 0.05, atom 23 (H): 0.04, atom 24 (H): 0.05, atom 25 (Br): 0.53, atom 26 (C): -0.64, atom 27 (C): -0.67, atom 28 (Br): 0.57, atom 29 (H): 0.05, atom 30 (H): 0.06, atom 31 (H): 0.05, atom 32 (H): 0.05, atom 33 (Br): 0.55, atom 34 (C): -0.65, atom 35 (C): -0.67, atom 36 (Br): 0.56, atom 37 (H): 0.05, atom 38 (H): 0.06, atom 39 (H): 0.06, atom 40 (H): 0.05, atom 41 (C): 0.00, atom 42 (C): 0.03, atom 43 (C): -0.42, atom 44 (O): 0.13, atom 45 (C): -0.01, atom 46 (C): 0.04, atom 47 (C): -0.39, atom 48 (O): 0.12, atom 49 (H): 0.12, atom 50 (H): 0.12, atom 51 (H): 0.13, atom 52 (H): 0.12, atom 53 (C): 0.03, atom 54 (C): -0.01, atom 55 (C): -0.39, atom 56 (O): 0.10, atom 57 (C): 0.03, atom 58 (C): 0.05, atom 59 (C): -0.38, atom 60 (O): 0.12, atom 61 (H): 0.11, atom 62 (H): 0.11, atom 63 (H): 0.11, atom 64 (H): 0.11, atom 65 (C): 0.02, atom 66 (C): 0.02, atom 67 (C): -0.41, atom 68 (O): 0.13, atom 69 (C): 0.02, atom 70 (C): 0.04, atom 71 (C): -0.40, atom 72 (O): 0.13, atom 73 (H): 0.12, atom 74 (H): 0.12, atom 75 (H): 0.12, atom 76 (H): 0.11, atom 77 (C): 0.01, atom 78 (C): 0.02, atom 79 (C): -0.31, atom 80 (O): 0.06, atom 81 (C): 0.02, atom 82 (C): 0.01, atom 83 (C): -0.38, atom 84 (O): 0.10, atom 85 (H): 0.11, atom 86 (H): 0.11, atom 87 (H): 0.12, atom 88 (H): 0.11